Entry 1:
{
  "formula": "C7H19BrNO2P2",
  "method": "ωB97M-V with the def2-TZVPD basis set",
  "species": ["C", "C", "P", "C", "N", "C", "C", "C", "O", "C", "P", "O", "Br", "H", "H", "H", "H", "H", "H", "H", "H", "H", "H", "H", "H", "H", "H", "H", "H", "H", "H", "H"],
  "xyz": [[3.997, 0.709, 0.055], [2.828, 0.895, -0.923], [1.442, -0.308, -1.092], [2.035, -1.829, -0.282], [0.290, 0.276, 0.282], [-0.962, -0.577, 0.247], [-2.171, 0.165, 0.807], [-3.513, -0.363, 0.274], [-3.988, 0.327, -0.857], [-3.285, 0.096, -2.058], [1.170, 0.625, 1.923], [0.203, 1.771, 2.515], [0.506, -1.086, 3.132], [4.940, 0.820, -0.477], [3.979, 1.450, 0.853], [4.011, -0.276, 0.523], [2.346, 1.873, -0.798], [3.205, 0.929, -1.951], [2.877, -2.178, -0.887], [2.385, -1.721, 0.746], [1.262, -2.597, -0.329], [-0.024, 1.190, -0.058], [-1.108, -0.864, -0.794], [-0.744, -1.475, 0.821], [-2.166, 0.103, 1.898], [-2.121, 1.231, 0.550], [-4.280, -0.225, 1.034], [-3.439, -1.441, 0.062], [-2.299, 0.582, -2.064], [-3.878, 0.532, -2.859], [-3.161, -0.977, -2.250], [-0.336, 2.345, 1.955]],
  "lowdin_charge": [-0.16, -0.44, 1.00, -0.29, -0.42, -0.29, -0.16, -0.21, -0.17, -0.10, 0.61, -0.34, 0.46, 0.08, 0.06, 0.05, 0.07, 0.07, 0.06, 0.01, 0.05, 0.09, 0.08, 0.06, 0.10, 0.12, 0.13, 0.13, 0.08, 0.10, 0.10, 0.08],
  "smiles": "CCP(C)[N@@H+](CCCOC)P(O)Br",
  "orbital_gap_ev": 9.825,
  "charge": 1,
  "multiplicity": 1
}

Entry 2:
{
  "formula": "C7H19CuO2P",
  "method": "ωB97M-V with the def2-TZVPD basis set",
  "species": ["Cu", "H", "H", "P", "C", "H", "H", "H", "C", "H", "H", "H", "C", "H", "H", "H", "C", "O", "H", "H", "C", "C", "C", "O", "H", "H", "H", "H", "H", "H"],
  "xyz": [[-0.273, -0.546, 0.019], [-0.870, 2.019, 0.277], [-0.080, 2.117, 0.248], [2.063, 0.383, -0.538], [3.363, 0.076, 0.754], [4.373, 0.284, 0.360], [3.172, 0.731, 1.617], [3.308, -0.974, 1.076], [2.800, -0.581, -1.918], [2.163, -0.363, -2.786], [3.852, -0.322, -2.123], [2.690, -1.641, -1.654], [2.561, 2.082, -1.022], [2.368, 2.766, -0.183], [3.627, 2.122, -1.304], [1.939, 2.368, -1.882], [0.492, -0.464, 1.726], [0.311, -0.630, 2.830], [0.117, -0.101, -1.329], [0.362, -1.613, -0.452], [-3.728, -1.957, 1.129], [-3.280, -0.694, 0.508], [-4.251, 0.376, 0.213], [-2.113, -0.551, 0.197], [-4.806, -1.904, 1.214], [-3.256, -2.083, 2.115], [-3.403, -2.791, 0.490], [-4.063, 1.290, 0.794], [-4.225, 0.634, -0.854], [-5.214, -0.033, 0.479]],
  "lowdin_charge": [-0.03, 0.06, 0.04, 0.68, -0.29, 0.04, 0.04, 0.04, -0.29, 0.03, 0.04, 0.03, -0.31, 0.03, 0.04, 0.04, -0.21, 0.11, -0.05, -0.07, 0.01, -0.46, 0.00, -0.09, 0.07, 0.11, 0.11, 0.11, 0.11, 0.07],
  "orbital_gap_ev": [5.917, 6.993],
  "charge": 0,
  "multiplicity": 2
}

Entry 3:
{
  "formula": "C7H19FeN4O5",
  "method": "ωB97M-V with the def2-TZVPD basis set",
  "species": ["Fe", "C", "C", "C", "O", "H", "H", "H", "H", "H", "H", "H", "O", "C", "C", "O", "H", "H", "H", "H", "C", "O", "N", "N", "H", "H", "H", "H", "C", "O", "N", "N", "H", "H", "H", "H"],
  "xyz": [[30.752, -1.109, 17.555], [34.199, 1.042, 15.750], [33.642, -0.052, 16.679], [34.353, 0.014, 18.032], [32.286, 0.004, 16.817], [33.901, 2.056, 16.019], [33.843, 0.883, 14.727], [35.281, 0.886, 15.705], [33.997, -1.025, 16.297], [33.943, -0.702, 18.749], [34.277, 0.990, 18.528], [35.428, -0.203, 18.008], [30.711, -2.756, 16.201], [31.067, -3.897, 16.956], [31.655, -3.644, 18.419], [31.312, -2.465, 19.075], [31.776, -4.479, 16.348], [30.155, -4.510, 17.051], [32.746, -3.801, 18.451], [31.314, -4.564, 18.932], [28.833, 0.246, 19.874], [29.717, 0.142, 19.034], [28.916, 1.043, 20.980], [27.623, -0.366, 19.779], [28.190, 1.005, 21.664], [29.771, 1.547, 21.135], [26.956, -0.132, 20.483], [27.400, -0.709, 18.875], [28.181, 0.332, 15.870], [29.140, -0.189, 16.427], [26.904, -0.056, 16.149], [28.263, 1.412, 15.060], [26.786, -0.870, 16.715], [26.196, 0.153, 15.467], [27.424, 1.710, 14.606], [29.189, 1.768, 14.897]],
  "lowdin_charge": [0.79, -0.09, -0.63, -0.10, -0.31, 0.06, 0.06, 0.06, 0.12, 0.06, 0.06, 0.06, -0.40, -0.40, -0.42, -0.38, 0.07, 0.06, 0.07, 0.06, -0.62, 0.02, 0.16, 0.17, 0.08, 0.11, 0.09, 0.08, -0.63, 0.01, 0.15, 0.17, 0.09, 0.09, 0.09, 0.12],
  "orbital_gap_ev": [5.143, 4.875],
  "charge": -1,
  "multiplicity": 5
}

no.,molecular weight (g mol⁻¹)
1,291.09
2,229.75
3,295.10